Arrangement P

Here is a cluster of 2 separate species, C12H19N2 in total from the OMol25 dataset. Energies are from the ωB97M-V functional and the def2-TZVPD basis.

Summary:
LUMO energy = -0.1449 Ha
Net charge = +1
HOMO level = -11.52 eV

Last column: Mulliken charge in e.
CARTESIAN COORDINATES (ANGSTROEM)
C 4.864 0.209 0.160  -0.414
C 3.999 1.249 -0.301  -0.568
C 4.345 -0.959 0.564  -0.414
C 2.624 1.030 -0.335  -0.210
C 2.980 -1.205 0.544  -0.554
C 2.107 -0.187 0.133  0.165
C 0.699 -0.591 0.219  -0.569
C -2.479 1.780 -0.478  0.230
C 0.155 -1.473 -0.636  -0.117
C -1.446 1.850 -1.578  -0.523
C -3.976 0.872 1.159  -0.935
C -1.291 -2.150 -0.397  -0.579
N -2.908 0.787 0.225  0.094
N -1.920 -1.633 0.818  -0.649
H 5.941 0.281 0.076  0.382
H 4.478 2.246 -0.367  0.321
H 5.033 -1.736 1.035  0.265
H 2.093 1.959 -0.471  0.282
H 2.502 -2.133 0.771  0.419
H 0.090 0.013 0.800  0.654
H -3.123 2.663 -0.291  0.394
H 0.820 -1.948 -1.463  0.335
H -1.958 1.506 -2.501  0.302
H -0.718 1.033 -1.341  -0.051
H -1.016 2.878 -1.617  0.338
H -4.379 -0.055 1.319  0.354
H -3.661 1.513 2.048  0.314
H -4.629 1.470 0.524  0.355
H -1.024 -3.253 -0.376  0.419
H -1.902 -1.790 -1.269  0.281
H -2.535 -2.363 1.080  0.233
H -2.410 -0.114 0.305  0.235
H -1.355 -1.746 1.641  0.210

---

Arrangement Q

Here is the ion C12H19N2 with charge +1 from the OMol25 dataset. Energies are from the ωB97M-V functional and the def2-TZVPD basis.

Summary:
LUMO energy = -0.1125 Ha
Net charge = +1
HOMO level = -11.00 eV

Last column: Mulliken charge in e.
CARTESIAN COORDINATES (ANGSTROEM)
C 3.336 -0.387 0.432  -0.492
C 3.263 0.973 0.444  -0.542
C 2.231 -1.183 0.324  -1.044
C 2.051 1.610 0.194  -0.754
C 1.044 -0.571 0.058  1.064
C 0.977 0.752 0.015  0.103
C -0.263 -1.290 -0.090  0.016
C -1.360 0.728 0.385  1.491
C -0.319 -2.645 0.556  -1.640
C -2.778 0.613 -0.136  -1.576
C -1.363 0.782 1.907  -1.867
C -0.527 2.090 -1.519  -1.224
N -0.365 1.318 -0.300  0.233
N -0.474 -1.507 -1.553  -0.096
H 4.369 -0.934 0.718  0.241
H 4.155 1.510 0.821  0.354
H 2.407 -2.217 0.144  0.348
H 1.986 2.657 0.287  0.547
H -0.360 -2.633 1.645  0.353
H 0.491 -3.410 0.261  0.360
H -1.332 -3.078 0.211  0.361
H -3.012 1.098 -1.106  0.342
H -3.416 1.080 0.671  0.422
H -3.318 -0.428 -0.153  0.311
H -1.307 1.880 2.194  0.369
H -0.591 0.411 2.536  0.383
H -2.182 0.244 2.264  0.593
H -0.900 3.089 -1.217  0.423
H 0.447 2.413 -1.908  0.411
H -1.037 1.776 -2.441  0.367
H -0.189 -2.506 -1.771  0.404
H -0.214 -0.622 -2.058  0.384
H -1.449 -1.615 -1.813  0.357

---

Verdict on stability: arrangement Q comes out at the bottom.

---

Arrangement P

Here is a cluster of 2 separate species, C4H12 in total from the OMol25 dataset. Energies are from the ωB97M-V functional and the def2-TZVPD basis.

Summary:
Spin multiplicity = 2
LUMO energy (alpha / beta) = -0.1126 / -0.4278 Ha
⟨S²⟩ = 0.75
Net charge = +1
HOMO level (alpha / beta) = -16.11 / -15.05 eV

Last column: Löwdin spin population.
CARTESIAN COORDINATES (ANGSTROEM)
C -0.306 -1.992 1.534  0.211
C -0.601 -2.054 0.092  0.199
H 0.519 -1.345 1.873  0.011
H -1.106 -1.623 2.227  0.106
H -0.109 -2.929 2.115  0.051
H 0.236 -1.713 -0.528  0.039
H -0.965 -3.071 -0.115  0.016
H -1.386 -1.320 -0.237  0.097
C 1.174 2.047 -1.064  0.068
C -0.266 1.984 -0.633  0.087
H 1.631 3.029 -1.193  0.025
H 1.844 1.536 -0.331  0.026
H 1.352 1.477 -1.984  0.001
H -0.492 1.119 0.027  0.037
H -0.937 1.990 -1.511  0.006
H -0.508 2.810 0.045  0.019

---

Arrangement Q

Here is a cluster of 2 separate species, C4H12 in total from the OMol25 dataset. Energies are from the ωB97M-V functional and the def2-TZVPD basis.

Summary:
Spin multiplicity = 2
LUMO energy (alpha / beta) = -0.1294 / -0.4140 Ha
⟨S²⟩ = 0.75
Net charge = +1
HOMO level (alpha / beta) = -14.98 / -14.96 eV

Last column: Löwdin spin population.
CARTESIAN COORDINATES (ANGSTROEM)
C -2.123 -1.662 -0.568  0.002
C -1.461 -1.010 0.626  0.003
H -1.437 -1.772 -1.413  0.000
H -2.565 -2.624 -0.363  0.000
H -2.908 -1.027 -0.990  0.001
H -1.875 -1.359 1.565  0.000
H -1.503 0.074 0.694  0.001
H -0.408 -1.329 0.695  0.001
C 2.063 1.534 0.597  0.282
C 1.585 1.260 -0.713  0.267
H 2.595 2.467 0.742  0.007
H 1.288 1.307 1.388  0.084
H 2.746 0.675 0.964  0.137
H 2.042 1.842 -1.514  0.011
H 0.455 1.450 -0.786  0.138
H 1.509 0.175 -0.925  0.066

---

Arrangement R

Here is a cluster of 2 separate species, C4H12 in total from the OMol25 dataset. Energies are from the ωB97M-V functional and the def2-TZVPD basis.

Summary:
Spin multiplicity = 2
LUMO energy (alpha / beta) = -0.1136 / -0.4248 Ha
⟨S²⟩ = 0.75
Net charge = +1
HOMO level (alpha / beta) = -16.04 / -15.47 eV

Last column: Löwdin spin population.
CARTESIAN COORDINATES (ANGSTROEM)
C -0.066 -1.801 -1.423  0.052
C 0.823 -2.021 -0.206  0.120
H -0.997 -2.501 -1.420  0.000
H -0.390 -0.831 -1.486  0.011
H 0.381 -2.170 -2.313  0.026
H 1.154 -1.021 0.222  0.035
H 1.759 -2.466 -0.450  0.036
H 0.319 -2.721 0.458  0.005
C -0.373 1.384 0.308  0.257
C -0.477 2.576 1.253  0.161
H -1.289 1.177 -0.157  0.022
H 0.517 1.397 -0.275  0.050
H -0.033 0.470 0.855  0.099
H 0.545 2.914 1.295  0.001
H -0.902 2.223 2.316  0.094
H -0.970 3.391 1.023  0.032

---

Verdict on stability: arrangement R comes out at the bottom.

---

Arrangement P

Here is a cluster of 2 separate species, C7H14N2 in total from the OMol25 dataset. Energies are from the ωB97M-V functional and the def2-TZVPD basis.

Summary:
LUMO energy = 0.0326 Ha
SMILES = Cc1c[nH]cn1.CCC
Net charge = 0
HOMO level = -8.66 eV

Last column: Mulliken charge in e.
CARTESIAN COORDINATES (ANGSTROEM)
C 2.361 -1.092 0.943  -0.162
C 2.658 0.271 1.573  -1.057
C 1.041 -1.654 1.475  -1.070
H 2.374 -1.016 -0.138  0.275
H 3.122 -1.765 1.331  0.284
H 2.326 0.336 2.610  0.337
H 0.695 -2.473 0.833  0.298
H 2.093 1.049 1.057  0.187
H 3.710 0.536 1.450  0.327
H 1.162 -2.082 2.473  0.419
H 0.204 -0.963 1.484  0.169
C 0.187 2.006 -1.463  -1.129
C -1.958 -0.801 -1.076  -0.204
C -0.818 1.015 -0.983  0.979
C -1.347 0.820 0.255  -0.855
N -1.195 -0.035 -1.798  -0.656
N -2.099 -0.324 0.180  0.023
H -2.470 -1.680 -1.435  0.427
H -2.689 -0.674 0.918  0.170
H -1.381 1.493 1.098  0.384
H 1.188 1.605 -1.307  0.172
H 0.079 2.991 -1.007  0.330
H 0.111 2.136 -2.546  0.353

---

Arrangement Q

Here is an isolated molecule of C7H14N2 from the OMol25 dataset. Energies are from the ωB97M-V functional and the def2-TZVPD basis.

Summary:
LUMO energy (alpha / beta) = 0.0302 / 0.0302 Ha
Net charge = 0
HOMO level (alpha / beta) = -6.46 / -6.47 eV

Last column: Mulliken charge in e.
CARTESIAN COORDINATES (ANGSTROEM)
C -1.083 1.430 -0.546  -0.534
C 1.093 -0.156 -0.669  -0.345
C -1.728 0.375 0.055  0.885
C 2.004 -1.418 -0.522  -1.279
C -1.263 -0.586 1.210  -1.437
C -3.101 -0.010 -0.476  -1.386
C 2.324 1.592 0.438  -1.102
N 0.121 1.819 -0.289  -1.058
N 1.114 1.050 -0.169  0.898
H -1.557 2.135 -1.214  0.323
H 0.198 -0.345 -1.196  0.754
H 2.684 -1.561 -1.452  0.275
H 1.371 -2.241 -0.254  0.290
H 2.738 -1.458 0.213  0.390
H -2.104 -0.774 1.793  0.526
H -0.564 -0.099 1.832  0.365
H -0.903 -1.510 0.868  0.305
H -2.921 -1.027 -0.511  0.365
H -3.199 0.600 -1.339  0.411
H -3.870 0.287 0.249  0.249
H 2.154 2.580 0.955  0.311
H 2.668 0.934 1.161  0.413
H 3.182 1.720 -0.151  0.381

---

Arrangement R

Here is a structure of composition C7H14N2 from the OMol25 dataset. Energies are from the ωB97M-V functional and the def2-TZVPD basis.

Summary:
LUMO energy = 0.0373 Ha
Net charge = 0
HOMO level = -5.90 eV

Last column: Mulliken charge in e.
CARTESIAN COORDINATES (ANGSTROEM)
C 0.508 0.805 1.159  -0.063
C -0.341 2.030 0.965  -1.489
C -1.388 -0.079 -1.317  -1.755
C 0.085 -0.557 0.754  0.687
C -0.709 -0.962 -0.317  0.812
N 0.697 -1.537 1.603  -0.631
N -1.026 -2.302 -0.479  -0.515
C 1.553 0.318 -0.256  -0.251
C 1.620 0.997 -1.397  -0.841
H 1.180 0.787 2.014  0.500
H 0.720 -2.483 1.252  0.200
H 0.398 -1.452 2.565  0.194
H -1.740 -2.529 -1.156  0.216
H -0.947 -2.896 0.333  0.142
H 2.421 -0.237 0.081  0.311
H -0.317 2.423 -0.064  0.325
H 0.032 2.838 1.595  0.314
H -1.391 1.840 1.197  0.338
H -1.000 -0.286 -2.319  0.345
H -2.458 -0.295 -1.328  0.514
H -1.247 0.974 -1.123  0.212
H 0.802 1.560 -1.815  0.172
H 2.549 1.043 -1.947  0.262

---

Arrangement S

Here is an isolated molecule of C7H14N2 from the OMol25 dataset. Energies are from the ωB97M-V functional and the def2-TZVPD basis.

Summary:
LUMO energy = 0.0365 Ha
SMILES = C=C[C@@H](N)[C@H](C)C(=C)N
Net charge = 0
HOMO level = -8.15 eV

Last column: Mulliken charge in e.
CARTESIAN COORDINATES (ANGSTROEM)
C 1.224 -1.278 1.353  -1.453
N -1.698 -1.793 0.124  -0.731
C -0.972 -0.538 0.284  0.442
C 0.535 -0.794 0.085  0.044
H -2.696 -1.630 0.198  0.234
H -1.423 -2.452 0.843  0.246
H -1.140 -0.062 1.268  0.239
H 0.646 -1.526 -0.716  0.354
H 1.154 -0.523 2.136  0.350
H 2.279 -1.451 1.153  0.384
H 0.771 -2.201 1.712  0.387
C 1.155 0.552 -0.421  0.541
N 1.212 1.564 0.533  -0.464
C -1.390 0.412 -0.809  -0.580
C 1.853 0.604 -1.555  -1.165
C -1.993 1.579 -0.591  -0.767
H 0.373 1.676 1.080  0.239
H 1.575 2.438 0.181  0.254
H -1.314 -0.007 -1.802  0.345
H 1.892 -0.228 -2.233  0.282
H 2.419 1.479 -1.831  0.268
H -2.200 1.939 0.406  0.266
H -2.264 2.239 -1.398  0.285

---

Verdict on stability: arrangement Q comes out at the bottom.